Here is a structure of composition C19H27MnN5OP2 in a non-equilibrium geometry from the Open Molecules 2025 dataset. Energies are from ωB97M-V with the def2-TZVPD basis set.

Its total charge is +1. As for the multiplicity: 7. The value obtained for the HOMO energy (alpha / beta) is -9.419 / -9.871 eV. The HOMO-LUMO gap (alpha / beta) is 6.808 / 5.089 eV. The expectation value of S² is 12.02.

The geometry in XYZ format:
```
55
Properties=species:S:1:pos:R:3:forces:R:3:mulliken_spin:R:1
Mn -0.1432 -0.1776 0.0752 1.6 -0.9 1.7 4.682
P 1.8110 -1.5821 0.2298 1.5 -1.4 0.5 0.050
P 0.5452 2.1178 0.2558 0.5 1.5 0.3 0.028
O 1.2378 0.4553 -1.6222 1.3 -0.4 -5.0 -0.006
N -0.9122 -1.8119 -0.7883 -1.5 -0.4 -0.5 0.075
N -1.6631 0.6364 -0.8606 -2.8 1.2 -2.7 0.818
N -0.4957 -0.5306 2.1403 -0.7 0.0 1.1 0.008
N 0.0375 2.0514 10.6528 -0.3 -0.7 -1.9 0.000
N -0.5810 -0.4063 4.3459 -0.2 -1.2 -0.6 0.002
C -0.0299 -0.2571 8.0006 -0.2 0.1 -0.4 0.000
C -2.7233 -0.2584 -1.2704 -0.3 0.6 -0.5 -0.015
C -0.5075 0.0946 5.6623 0.0 0.5 0.6 -0.001
C -0.5677 -1.8256 2.6483 0.1 0.9 0.5 0.030
C 1.0491 -3.0696 -0.3948 -1.0 -0.6 -0.4 0.117
C -1.5175 1.7894 -1.7151 -0.2 0.5 -0.1 -0.048
C -0.2652 1.1055 8.2402 0.0 -0.1 -0.2 0.000
C -0.1050 1.6347 9.5737 0.2 0.6 1.7 0.000
C 1.4332 0.3548 -2.8987 -2.1 1.6 3.9 0.009
C -0.5483 0.2843 3.1829 0.4 -0.2 -0.2 -0.001
C -0.7491 1.4584 5.8892 0.1 -0.4 0.5 0.002
C 1.6310 1.6580 -3.6578 -0.5 -0.4 0.0 0.011
C -2.2944 -1.7215 -1.2521 0.4 -0.8 0.3 0.029
C -0.6016 2.8302 -1.0415 -0.3 0.5 0.4 0.022
C 1.1089 -0.9090 -3.6317 0.1 0.6 0.2 0.002
C -0.6380 1.9556 7.1897 0.0 0.0 -0.3 -0.001
C -0.6111 -1.7645 4.0038 0.1 0.7 -0.5 0.004
C -0.1710 -0.7711 6.7107 0.0 0.4 0.2 0.001
C -0.2714 -2.9861 -0.8163 1.2 -0.1 0.1 -0.047
H 0.2699 -0.9120 8.8152 -0.1 0.2 -0.1 0.000
H -0.0131 3.4510 -1.7323 -0.5 -0.2 0.2 -0.002
H 2.9890 -1.5148 -0.5670 -0.1 0.1 0.4 0.018
H 1.1098 1.5310 -4.6137 0.6 0.2 -0.1 0.000
H 1.1107 2.4908 -3.1472 0.6 -0.6 0.0 -0.002
H -0.5125 1.3734 3.1596 0.0 -0.5 -0.1 -0.003
H 1.8050 2.6794 -0.1347 -0.6 -0.1 0.4 0.013
H -1.0378 2.1131 5.0663 0.1 -0.2 0.4 0.000
H 1.5755 -4.0170 -0.4664 -0.1 0.2 0.1 -0.005
H -2.4010 -2.1524 -2.2632 0.0 0.2 0.2 0.010
H 2.0777 -1.4145 -3.8092 -0.7 -0.2 -0.2 0.001
H -3.5737 -0.1126 -0.5809 0.1 0.1 -0.2 0.042
H 2.6883 1.9042 -3.7914 -0.2 0.0 -0.2 0.000
H 0.3867 -1.4756 -3.0293 0.6 -0.2 0.0 -0.001
H -1.1993 1.4753 -2.7079 1.1 -0.6 -0.1 0.059
H -0.5409 -2.6873 2.0139 0.0 -0.2 -0.2 -0.001
H -1.2678 3.4852 -0.4626 0.3 0.1 -0.3 -0.002
H -2.4410 2.2483 -2.1637 0.0 -0.1 1.4 0.041
H -0.6553 -2.5537 4.7173 -0.1 -0.1 0.3 0.000
H 2.3533 -2.0217 1.4846 0.1 0.1 -0.5 0.015
H -0.8393 3.0136 7.3778 0.1 -0.4 0.0 0.000
H 0.5929 -0.6095 -4.5565 0.6 -0.4 0.0 0.000
H 0.0034 -1.8330 6.5326 0.0 0.4 0.1 0.000
H 0.1884 2.8924 1.4159 0.3 0.2 -0.7 0.013
H -3.0701 0.0185 -2.2825 -0.1 0.0 0.4 0.026
H -2.9923 -2.2698 -0.5990 0.2 -0.1 -0.1 0.006
H -0.7850 -3.8774 -1.2105 0.2 0.3 0.1 0.001
```
Forces are in eV/Å.